Record 1
34
Properties=species:S:1:pos:R:3:forces:R:3:lowdin_spin:R:1 method="wB97M-V/def2-TZVPD" homo_lumo_gap_ev="9.1 / 9.0" e_tot_ev=-48966.5242 homo_energy_ev="-16.36 / -16.46" spin_multiplicity=6 total_charge=+2 mol_weight_g_mol=261.23 lumo_energy_ev="-7.3 / -7.5"
Mn 0.068235 -0.609401 -1.504577 -0.046 0.024 0.268 4.726
N 1.859457 -1.127021 -0.317525 0.199 0.107 -0.100 0.043
N 0.466209 1.092842 -0.311048 0.101 0.153 -0.285 0.049
N -1.925191 0.218913 -1.006179 0.028 0.242 -0.256 0.042
N -0.736633 -2.405131 -0.582915 0.007 -0.151 -0.131 0.049
C -0.436767 2.078561 -0.309697 -0.062 -0.060 0.026 0.012
C 2.632824 0.095796 0.018698 0.024 -0.089 0.091 0.007
C 1.229630 3.604604 0.425716 -0.015 0.022 -0.006 0.006
C 1.734010 1.312845 0.057261 0.009 -0.113 0.014 0.012
C -2.105375 -2.069116 -0.102435 -0.029 -0.222 0.004 0.006
C -2.275079 -0.593134 0.186800 -0.057 0.151 0.041 0.005
C -0.087319 3.362727 0.054505 0.006 0.036 0.075 0.001
C 2.155915 2.568183 0.440577 0.003 0.049 0.061 0.001
C 0.256410 -2.836901 0.443400 -0.130 -0.215 -0.012 0.006
C 1.185561 -1.718772 0.868310 0.134 0.103 0.023 0.006
C -1.839949 1.670757 -0.699249 -0.151 -0.038 0.098 0.007
H -2.638815 0.093280 -1.717881 -0.119 -0.031 0.081 0.005
H -2.185827 2.242025 -1.560431 0.082 -0.001 -0.049 0.000
H -2.801840 -2.368062 -0.888301 -0.007 0.018 0.006 0.000
H -3.304987 -0.397435 0.491602 -0.005 -0.016 0.032 0.001
H -1.632709 -0.269501 1.008431 0.043 -0.017 -0.021 0.001
H -0.251463 -3.252133 1.315487 -0.001 0.020 0.010 0.001
H -2.355817 -2.657775 0.781881 -0.001 0.030 0.019 0.001
H 1.532871 4.603620 0.710697 0.005 -0.011 0.000 0.000
H 0.836311 -3.648239 -0.000060 0.039 0.012 0.034 0.000
H -2.516043 1.912218 0.125832 -0.035 0.043 -0.040 0.000
H 2.504753 -1.811837 -0.700766 0.039 -0.026 0.045 0.004
H -0.833864 -3.173816 -1.236197 -0.041 -0.052 0.008 0.006
H 3.419143 0.229678 -0.724871 -0.028 0.019 -0.040 0.000
H 1.922412 -2.098326 1.579010 -0.013 -0.032 0.009 0.001
H 3.129633 -0.023275 0.985393 0.021 0.017 -0.004 0.001
H 3.180601 2.739187 0.742494 -0.008 0.006 0.000 0.000
H 0.637429 -0.920729 1.371068 -0.011 0.017 -0.006 0.001
H -0.823725 4.155365 0.054970 0.018 0.006 0.004 0.000

Record 2
43
Properties=species:S:1:pos:R:3:forces:R:3:lowdin_spin:R:1 method="wB97M-V/def2-TZVPD" homo_lumo_gap_ev="5.6 / 6.4" e_tot_ev=-107958.4281 homo_energy_ev="-8.74 / -10.86" relative_energy_kcal_mol=26.4 spin_multiplicity=5 total_charge=+1 mol_weight_g_mol=520.42 lumo_energy_ev="-3.1 / -4.5"
Ru 0.269760 -0.613125 -0.628246 0.160 0.278 -0.004 2.148
Se 0.206194 0.481647 -2.916684 -0.120 -0.109 -0.194 0.337
S 1.487702 1.517460 -1.456995 0.134 -0.297 -0.002 0.174
O 0.624105 -4.063778 -2.878404 0.076 0.023 -0.073 0.002
O -0.765008 -2.552733 -2.219279 0.021 -0.022 -0.099 0.056
N 2.772090 -1.103002 0.272332 -0.019 -0.058 0.036 0.059
N 0.465536 3.901422 -0.958047 0.042 -0.173 0.033 0.055
N 3.241021 -2.259075 -0.355695 -0.088 0.020 -0.071 0.003
N 0.336941 -3.060716 -2.257752 0.017 0.093 0.319 0.005
N 1.264462 -2.376420 -1.476480 -0.004 -0.321 -0.230 0.008
N 2.997984 -3.970647 -1.853716 -0.004 0.027 0.007 0.000
N -0.690181 -1.736201 0.827153 0.031 0.034 -0.032 0.153
N -0.687524 0.809813 0.305596 -0.316 0.152 0.323 0.211
N -0.621948 2.168942 0.124694 0.305 -0.331 -0.140 -0.023
C -1.626761 -0.982072 1.503714 -0.040 -0.073 0.000 0.102
C 0.309157 2.588301 -0.651762 -0.193 0.380 0.119 0.075
C 2.475267 -2.899092 -1.273426 0.010 0.196 0.105 0.001
C -0.450531 6.140045 -1.277691 0.015 0.062 -0.024 0.001
C -2.295468 -2.940693 2.736811 0.036 -0.078 -0.020 0.050
C -1.669107 0.381464 1.174840 0.069 0.043 -0.046 0.284
C -2.445974 -1.609649 2.471982 -0.003 0.063 -0.004 0.073
C -0.321135 4.957898 -0.337722 0.005 -0.020 0.021 0.005
C -2.649122 1.343834 1.741444 0.006 0.017 0.048 0.039
C -0.554184 -3.038749 1.113733 0.042 0.038 -0.093 0.030
C -1.320659 -3.687001 2.046347 -0.036 0.050 0.032 0.110
H 2.879221 -1.187703 1.276181 -0.011 -0.019 0.009 0.001
H 0.525188 6.561899 -1.525982 0.021 -0.015 0.009 0.000
H -1.036892 6.931051 -0.812528 -0.008 -0.009 0.014 0.000
H 3.904843 -4.307566 -1.578948 -0.012 -0.018 -0.006 0.000
H -1.173998 -4.740297 2.227938 -0.012 -0.015 0.011 0.006
H -0.941083 5.846692 -2.205066 -0.016 -0.008 0.000 0.000
H -2.214840 1.881156 2.589922 0.003 0.020 -0.016 0.016
H -2.913362 2.091718 0.998443 -0.013 -0.004 -0.030 0.005
H 1.291664 4.152702 -1.474065 -0.037 0.061 -0.028 0.003
H -3.178385 -1.026730 3.009872 0.005 0.008 -0.007 0.003
H 0.202642 -3.568526 0.548881 -0.015 -0.021 0.019 -0.001
H 0.136635 5.260220 0.609605 -0.024 -0.007 0.006 0.002
H -2.922300 -3.416919 3.477913 0.003 -0.015 0.009 0.001
H -3.552609 0.841781 2.078067 0.019 -0.014 0.005 0.002
H 3.267235 -0.286661 -0.069175 -0.010 0.030 0.044 0.001
H 2.449106 -4.473462 -2.534833 -0.030 0.014 -0.007 0.000
H -1.295933 4.534515 -0.102395 -0.015 0.017 -0.026 0.000
H 4.220254 -2.491743 -0.290578 0.006 -0.003 -0.015 0.001

Record 3
31
Properties=species:S:1:pos:R:3:forces:R:3:lowdin_charge:R:1 method="wB97M-V/def2-TZVPD" homo_lumo_gap_ev="7.1 / 8.1" e_tot_ev=-30407.1062 homo_energy_ev="-6.93 / -8.66" relative_energy_kcal_mol=110.5 mol_weight_g_mol=210.42 lumo_energy_ev="0.2 / -0.5"
S 1.817098 -0.347396 -2.376616 -0.426 -0.258 0.338 0.412
Si 0.576817 -0.496746 -0.498221 1.162 0.635 -0.494 0.640
C -2.072291 -0.532856 -1.420831 2.471 2.074 4.950 -0.058
C -0.651758 2.779697 1.623717 2.043 1.377 -1.006 -0.083
C 2.744113 -1.633114 2.077942 -1.207 1.388 0.626 0.116
C 1.311469 2.317392 -0.236954 1.208 -1.622 -1.919 -0.118
C 0.395624 1.297925 0.089267 0.821 -1.125 0.300 -0.337
C 1.235672 3.558454 0.346966 -1.137 0.504 0.550 -0.098
C -1.038570 -1.489731 -0.761180 1.338 -0.860 -2.637 -0.642
C -1.439994 -2.253328 0.454808 -1.027 -0.437 0.361 -0.130
C 0.178465 3.840088 1.219485 0.631 -0.401 0.068 -0.061
C -0.733500 -2.628207 -1.794279 -0.495 0.588 -0.886 -0.124
C -0.474887 1.512167 1.148097 -0.320 0.795 -0.698 -0.129
H -2.176617 -3.052567 0.239243 0.748 0.049 0.033 0.108
H -1.166245 0.835144 1.606182 -0.005 -1.057 -0.308 0.099
H -0.522758 -3.591201 -1.438221 0.848 -1.110 1.463 0.059
H 2.041849 -1.022631 2.523799 -1.304 1.522 1.127 -0.054
H 2.708313 -2.554948 2.488826 0.656 -3.089 0.429 -0.046
H -1.548856 -2.913637 -2.445164 -1.166 0.595 0.057 0.081
H -1.674891 0.289085 -1.980555 0.779 0.470 -0.246 0.072
H 2.103645 2.005385 -1.033189 -1.419 1.225 1.769 0.073
H -2.644551 -1.019728 -2.051829 -3.369 -2.544 -2.688 0.018
H -1.940028 -1.654574 1.126841 -1.752 1.921 1.416 0.036
H 2.406402 0.875199 -2.304150 -0.430 -0.550 0.172 -0.227
H -2.574619 -0.080988 -0.536692 -0.401 -0.113 -0.925 0.096
H 1.858508 4.421884 0.204066 0.705 -0.260 -0.668 0.098
H -0.013129 -2.450387 -2.545732 1.306 0.694 -0.629 0.021
H -1.383113 2.831211 2.327867 -1.950 0.964 2.025 0.070
H 0.225239 4.884945 1.561014 -0.887 -0.719 0.332 0.108
H 3.112978 -1.202010 1.237507 1.718 0.334 -2.370 -0.071
H -0.660386 -2.524526 1.147985 0.862 -0.989 -0.541 0.073

Record 4
40
Properties=species:S:1:pos:R:3:forces:R:3:lowdin_spin:R:1 method="wB97M-V/def2-TZVPD" homo_lumo_gap_ev="4.8 / 3.9" e_tot_ev=-238783.5371 homo_energy_ev="-12.00 / -11.99" spin_multiplicity=2 total_charge=+1 mol_weight_g_mol=597.85 lumo_energy_ev="-7.2 / -8.1"
Ag 3.819072 -2.923609 -1.675041 -0.220 0.055 -0.079 -0.001
Br 3.556022 5.959971 0.043509 0.784 -0.696 -0.485 0.000
Br 6.199342 3.948351 0.099539 -0.828 0.460 -0.495 0.000
Br 4.683492 4.622461 -2.735231 -0.021 -0.050 1.057 0.000
F 2.009222 -0.864729 0.701689 0.036 -0.039 -0.050 1.001
O 1.270082 0.105391 -4.589991 -0.127 0.273 0.639 0.000
O -2.420718 1.599121 5.334959 -0.706 0.472 0.194 0.000
O -0.697018 -4.821139 -1.848571 -2.339 -0.961 0.353 0.000
O -2.824888 3.206791 6.975199 1.253 -1.862 -1.870 0.000
O -0.783378 2.712821 6.224069 2.042 0.877 -0.038 0.000
C 0.686202 1.061181 -6.628401 -0.439 0.415 0.325 0.000
C -2.563968 -6.413359 -1.952631 0.939 0.523 0.752 0.000
C -0.399828 1.802201 -4.374631 0.479 0.951 -0.001 0.000
C -2.605778 -4.277339 -0.508211 1.049 0.302 -1.146 0.000
C -1.255828 1.105761 4.671289 -0.605 -0.442 0.217 0.000
C -2.085098 2.564461 6.247639 -1.969 0.869 0.882 0.000
C 0.584812 0.950441 -5.138751 0.350 -1.365 0.191 0.000
C -0.125798 1.912861 5.228229 1.585 0.350 1.182 0.000
C 4.502002 4.428151 -0.785731 -0.250 0.094 0.222 0.000
C 1.009672 1.115391 5.886549 -1.117 -0.782 0.404 0.000
C -1.848398 -5.156809 -1.503731 2.528 0.618 0.533 0.000
H -3.120218 -6.751629 -1.078431 -0.620 0.049 -0.379 0.000
H 0.381162 2.507761 4.468509 -0.559 0.649 0.028 0.000
H 1.504222 0.461291 -7.027241 0.062 0.344 0.196 0.000
H -1.084248 2.352061 -5.020631 -0.442 -0.594 0.007 0.000
H -1.860778 -7.217519 -2.169331 -0.020 0.276 -0.565 0.000
H -3.170578 -6.080219 -2.794741 -0.296 -0.607 0.004 0.000
H 1.904722 1.645321 6.212369 -0.093 0.244 -0.673 0.000
H 0.134252 2.639911 -3.926171 0.562 0.042 0.053 0.000
H 0.645792 0.646321 6.800699 -0.295 -0.031 0.090 0.000
H -1.161898 0.058761 4.959519 0.003 -0.141 -0.376 0.000
H 3.829162 3.594751 -0.583651 0.300 0.184 -0.302 0.000
H -1.989688 -3.384919 -0.398141 -0.185 0.095 0.068 0.000
H -2.707848 -4.726589 0.479639 -0.490 -0.228 -0.275 0.000
H 0.746132 2.129241 -6.837571 0.051 -0.073 -0.638 0.000
H -0.836708 1.316831 -3.501901 -0.237 -0.318 -0.473 0.000
H 1.185562 0.275021 5.215029 0.693 0.079 -0.098 0.000
H -3.519888 -4.009309 -1.037981 -0.445 -0.019 0.679 0.000
H -0.241328 0.650211 -7.027031 -0.175 0.259 -0.207 0.000
H -1.347038 1.254331 3.595329 -0.235 -0.274 0.071 0.000